Entry 1:
DFT (the ωB97M-V functional and the def2-TZVPD basis) results for a structure of composition C5H6FN.

```
13
Properties=species:S:1:pos:R:3:forces:R:3
C -0.9308 -0.6741 -0.1730 1.5 -5.9 -1.0
C -0.1001 -0.3629 0.9952 1.3 2.6 0.5
C 0.4567 -0.3004 -0.9567 -0.5 -3.8 -0.3
C 0.4015 1.0580 -0.5927 0.3 5.5 -1.9
C 0.0031 1.1770 0.6792 -2.0 1.4 1.2
H -0.8688 -1.8576 -0.2651 -1.6 2.0 -0.1
H -0.2983 -0.6017 2.0194 -0.2 -0.6 0.4
H 1.8890 -0.4381 0.5008 1.6 0.9 0.6
H 0.7501 -0.7330 -2.0177 -0.6 1.2 2.4
H 0.4955 1.7496 -1.4646 -0.3 0.2 1.4
H -0.7446 1.9727 1.2109 2.7 -1.7 -1.4
N 1.0611 -0.9079 0.2842 -1.4 -2.0 -0.9
F -2.1144 -0.0817 -0.2201 -0.8 0.2 -0.9
```
Forces are in eV/Å.

Summary:
Kohn-Sham gap (Ha): 0.3590
Maximum force (eV/Å): 6.2
Net charge: 0
E (eV): -9485.4376

---

Entry 2:
DFT (the ωB97M-V functional and the def2-TZVPD basis) results for the ion C7H8NO4S2 with charge -1.

```
22
Properties=species:S:1:pos:R:3:forces:R:3
C 2.0229 -1.4091 -0.0841 -0.6 -1.1 0.6
C 0.6140 -1.3202 0.2111 0.5 -3.0 -1.7
C 2.6950 -0.2625 -0.1895 0.1 1.0 0.1
C 0.2358 -0.0274 0.1370 -2.9 0.0 0.9
C 4.2485 -0.1463 -0.2327 -0.1 1.6 0.2
C -1.4751 1.2416 -0.9819 -0.7 3.4 3.0
C -1.7096 0.9366 1.3958 -3.4 2.3 3.4
N -1.2872 0.3799 0.1904 5.1 -0.8 -2.3
O 4.7308 1.0037 -0.2705 -0.6 0.2 -0.2
O -3.3881 -1.1527 0.6350 -2.7 0.2 2.6
O 4.8276 -1.2164 -0.1478 0.3 -1.6 -0.1
O -2.7415 -0.9823 -1.6815 0.5 -0.7 1.2
S 1.5579 1.0579 -0.0585 0.3 0.3 0.0
S -2.3767 -1.3870 -0.3075 1.1 -0.3 -3.9
H 2.5734 -2.3248 -0.2015 0.0 -0.3 0.2
H 0.0322 -2.3543 0.1419 0.9 2.9 0.6
H -2.5073 1.4632 -1.0115 -1.4 0.2 -0.2
H -0.9786 2.2627 -0.9607 -0.1 -1.2 0.7
H -1.2174 0.8565 -1.8708 1.1 -2.1 -2.8
H -1.5620 2.0761 1.4124 0.3 -1.6 0.2
H -2.8910 0.8451 1.4772 2.2 0.1 -0.5
H -1.4036 0.4597 2.3978 0.2 0.5 -2.0
```
Forces are in eV/Å.

Summary:
Kohn-Sham gap (Ha): 0.2857
Maximum force (eV/Å): 5.7
Net charge: -1
E (eV): -38739.0148

---

Entry 3:
DFT (the ωB97M-V functional and the def2-TZVPD basis) results for a structure of composition C41H58BFO4SeZr.

```
107
Properties=species:S:1:pos:R:3:forces:R:3
Zr -0.1593 0.0726 -0.0322 0.4 -1.2 -0.5
C 6.0691 4.8802 -1.6496 0.0 0.0 -0.1
C 5.3273 4.6794 -0.3218 -0.1 0.0 0.0
C 6.3097 4.1233 0.7062 0.1 0.0 0.1
C 4.8200 6.0388 0.1783 0.0 0.1 0.0
C 4.1380 3.7408 -0.5340 0.0 0.0 -0.1
C 4.0002 2.5326 0.1271 0.0 0.0 0.0
C 2.8790 1.7402 -0.0937 0.2 0.1 0.1
Se 2.6264 0.1493 0.9584 0.2 0.1 0.1
C 1.9464 1.0114 2.5380 0.2 0.2 0.1
C 2.8290 1.6715 3.3789 0.0 0.0 0.0
C 2.3449 2.4084 4.4492 0.0 0.0 0.0
C 0.9637 2.4332 4.6234 0.0 0.0 0.1
C 0.0381 1.7761 3.8155 0.0 0.0 0.3
C 0.5635 1.0338 2.7529 -0.3 -0.4 -0.4
O -0.2211 0.3223 1.9025 0.3 0.6 0.9
C -1.4484 1.8969 4.2091 0.2 0.0 -0.1
C -1.6338 1.2101 5.5700 0.0 0.0 0.1
C -2.4516 1.2739 3.2329 -0.1 0.0 0.0
C -1.8135 3.3841 4.3341 0.0 0.1 0.0
C 3.2493 3.1794 5.4125 -0.1 0.0 -0.1
C 2.8802 4.6680 5.3727 0.0 0.1 0.0
C 3.0511 2.6532 6.8397 0.0 0.0 0.1
C 4.7227 3.0347 5.0385 0.1 0.0 0.0
C 1.8960 2.1214 -1.0001 -0.6 -0.5 0.0
O 0.8185 1.3027 -1.1760 0.6 0.8 0.0
C 1.9970 3.3348 -1.6898 0.2 0.3 -0.1
C 3.1239 4.1041 -1.4268 0.0 0.0 0.0
C 0.9177 3.7928 -2.6786 0.1 -0.1 0.1
C 0.7724 2.7605 -3.8063 0.0 0.0 -0.1
C 1.2698 5.1370 -3.3222 0.0 0.0 0.0
C -0.4218 3.9733 -1.9504 -0.1 0.0 0.0
H 6.9297 5.5396 -1.5075 0.0 0.0 0.0
H 5.4227 5.3351 -2.4030 0.0 0.0 0.0
H 6.4276 3.9275 -2.0466 0.0 0.0 0.0
H 7.1369 4.8238 0.8387 0.0 0.0 0.0
H 6.7330 3.1670 0.3887 0.0 0.0 0.0
H 5.8378 3.9812 1.6822 0.0 0.0 0.0
H 5.6626 6.7121 0.3567 0.0 0.0 0.0
H 4.2632 5.9309 1.1127 0.0 0.0 0.0
H 4.1629 6.5176 -0.5505 0.0 0.0 0.0
H 4.7459 2.1942 0.8334 0.0 0.0 0.0
H 3.8892 1.6155 3.1728 0.0 0.0 0.0
H 0.5721 3.0002 5.4606 0.0 0.0 0.0
H -1.3839 0.1481 5.5044 0.0 0.0 0.0
H -2.6761 1.2923 5.8893 0.0 0.0 0.0
H -1.0079 1.6565 6.3463 0.0 0.0 -0.1
H -2.3339 0.1958 3.1366 0.0 0.0 0.0
H -2.3994 1.7042 2.2354 0.1 0.0 -0.1
H -3.4555 1.4741 3.6193 0.0 0.0 0.0
H -1.2200 3.9101 5.0847 0.0 -0.1 0.0
H -2.8639 3.4750 4.6206 0.0 0.0 0.0
H -1.6784 3.8974 3.3790 0.0 0.0 0.0
H 1.8506 4.8344 5.6960 0.0 0.0 0.0
H 2.9834 5.0703 4.3618 0.0 0.0 0.0
H 3.5330 5.2403 6.0374 0.0 0.0 0.0
H 2.0209 2.7900 7.1750 0.0 0.0 0.0
H 3.7027 3.1881 7.5363 0.0 0.0 0.0
H 3.2839 1.5875 6.9000 0.0 0.0 0.0
H 4.9262 3.4225 4.0366 0.0 0.0 0.0
H 5.0505 1.9925 5.0733 0.0 0.0 0.0
H 5.3368 3.6002 5.7426 0.0 0.0 0.0
H 3.2294 5.0471 -1.9461 0.0 0.0 0.0
H 1.7228 2.6263 -4.3300 0.0 0.0 0.0
H 0.0371 3.1172 -4.5332 0.0 0.0 0.0
H 0.4424 1.7904 -3.4385 0.0 0.1 0.0
H 2.2005 5.0941 -3.8946 0.0 0.0 0.0
H 1.3521 5.9417 -2.5868 0.0 -0.1 0.0
H 0.4708 5.4074 -4.0150 0.0 0.0 0.0
H -0.7826 3.0452 -1.5131 0.0 0.0 0.0
H -1.1808 4.3232 -2.6563 0.0 0.0 0.0
H -0.3323 4.7195 -1.1563 0.0 0.0 0.0
C -3.9663 0.7822 -3.3974 0.0 0.1 -0.1
C -3.9815 -0.1695 -2.2149 0.2 0.1 0.1
C -4.5099 -1.5255 -2.6285 -0.1 -0.1 -0.1
O -2.5895 -0.3165 -1.7990 -0.3 -0.1 0.0
B -2.3698 0.5010 -0.6947 -0.7 0.1 -0.2
O -3.5395 1.0860 -0.2640 0.0 -0.1 -0.2
C -4.6472 0.4244 -0.9394 0.2 0.2 0.0
C -5.7144 1.4591 -1.2158 -0.2 0.0 0.0
C -5.1598 -0.6346 0.0228 -0.1 -0.1 0.1
H -3.3159 0.3625 -4.1653 0.0 0.0 0.0
H -3.5691 1.7586 -3.1143 0.0 0.0 0.0
H -4.9633 0.9201 -3.8220 0.0 0.0 0.0
H -4.0006 -1.8561 -3.5346 0.0 0.0 0.0
H -5.5813 -1.4726 -2.8416 0.0 0.0 0.0
H -4.3504 -2.2741 -1.8543 0.0 0.0 0.0
H -5.3065 2.3154 -1.7498 0.0 0.0 0.0
H -6.1297 1.8109 -0.2702 0.0 0.0 0.0
H -6.5287 1.0321 -1.8084 0.0 0.0 0.0
H -4.3909 -1.3789 0.2398 0.0 0.0 0.0
H -6.0401 -1.1491 -0.3665 0.0 0.0 0.0
H -5.4258 -0.1466 0.9608 0.0 0.0 0.0
F -1.5573 -3.3644 4.2397 0.0 0.0 -0.1
C -1.0954 -3.1066 2.9953 0.1 -0.1 0.1
C -1.9841 -2.8269 1.9891 0.0 0.1 -0.2
C -1.4831 -2.5436 0.7170 -0.3 0.1 0.1
C -0.1104 -2.5468 0.4455 0.1 0.0 -0.4
C 0.3906 -1.9997 -0.8423 -0.3 0.1 0.5
C 0.7495 -2.8764 1.5046 0.2 0.0 0.2
C 0.2714 -3.1537 2.7702 0.0 0.0 -0.1
H -3.0473 -2.8245 2.1924 0.0 0.0 0.0
H -2.1752 -2.3317 -0.0917 0.0 0.0 0.0
H -0.2577 -2.2264 -1.6888 0.0 0.0 0.0
H 1.4322 -2.2129 -1.0563 0.1 -0.1 0.0
H 1.8167 -2.9068 1.3213 0.0 0.0 0.0
H 0.9403 -3.4037 3.5834 0.0 0.0 0.0
```
Forces are in eV/Å.

Summary:
Kohn-Sham gap (Ha): 0.2943
Maximum force (eV/Å): 1.4
Net charge: 0
E (eV): -121674.4643

---

Entry 4:
DFT (the ωB97M-V functional and the def2-TZVPD basis) results for a structure of composition C36H33IN2O3PbSb.

```
77
Properties=species:S:1:pos:R:3:forces:R:3
Pb 0.7234 1.9358 -0.4254 -0.5 0.2 0.2
O 2.0311 -2.0450 1.9163 0.0 0.0 0.0
C 2.9336 -2.3946 0.9726 0.0 0.0 0.0
C 3.4641 -3.6820 1.0648 0.0 0.1 -0.1
C 4.3835 -4.1225 0.1353 0.0 0.0 0.0
C 4.8029 -3.2896 -0.9001 0.0 0.0 0.0
C 4.2982 -2.0103 -0.9814 0.0 0.0 0.0
C 3.3583 -1.5428 -0.0580 0.1 -0.1 0.0
C 2.8586 -0.1666 -0.1753 0.4 0.3 -0.3
O 1.7323 0.1257 0.4165 -0.4 0.0 0.2
N 3.5654 0.7152 -0.8438 -0.3 0.4 0.1
N 2.9304 1.9562 -0.7965 0.2 -0.4 -0.1
C 3.6038 3.0393 -0.6935 -0.1 -0.1 0.0
C 2.9897 4.3270 -0.3770 0.0 -0.1 0.0
C 3.6352 5.4880 -0.8240 0.0 0.0 0.0
C 3.1966 6.7399 -0.4544 0.0 0.0 0.0
C 2.1159 6.8462 0.4216 0.1 0.1 -0.1
C 1.4805 5.7213 0.9017 0.0 -0.1 0.0
C 1.8891 4.4411 0.5128 0.1 0.1 -0.2
O 1.2368 3.3911 1.0340 -0.2 -0.3 0.0
H 1.6761 -1.1660 1.6999 0.0 0.0 0.0
H 3.1344 -4.3136 1.8780 0.0 0.0 0.0
H 4.7832 -5.1246 0.2183 0.0 0.0 0.0
H 5.5253 -3.6371 -1.6252 0.0 0.0 0.0
H 4.6200 -1.3391 -1.7658 0.0 0.0 0.0
H 4.6870 2.9655 -0.7726 0.0 0.0 0.0
H 4.4974 5.3834 -1.4711 0.0 0.0 0.0
H 3.6971 7.6248 -0.8197 0.0 0.0 0.0
H 1.7736 7.8223 0.7390 0.0 0.0 0.0
H 0.6571 5.7959 1.5984 0.0 0.0 0.0
I -2.5741 2.9142 -1.3247 -0.5 0.0 -0.1
C -0.6405 3.4545 -1.6217 0.7 -0.1 0.1
H -0.3788 4.3578 -1.0808 0.0 0.1 -0.1
H -0.3497 3.4659 -2.6642 0.0 0.0 -0.1
C -4.3372 0.8914 1.5228 0.0 0.1 0.1
C -4.5800 -0.0468 0.3740 0.0 0.0 0.0
C -5.8867 -0.4316 0.0817 0.0 0.0 0.0
C -6.1716 -1.2953 -0.9624 -0.1 0.0 0.0
C -5.1468 -1.8109 -1.7380 0.1 0.0 0.0
C -3.8372 -1.4498 -1.4647 0.0 0.0 0.0
C -3.5563 -0.5734 -0.4206 0.0 0.2 0.0
Sb -1.5208 -0.1246 -0.0602 0.4 0.0 0.2
C -1.1719 -0.6111 1.9625 0.0 -0.1 -0.1
C -0.4245 0.2981 2.7076 0.0 0.0 0.0
C -0.1237 0.0426 4.0342 0.0 0.1 0.0
C -0.5832 -1.1276 4.6169 0.0 0.0 0.0
C -1.3454 -2.0183 3.8823 0.0 0.0 0.0
C -1.6651 -1.7818 2.5466 0.0 0.0 0.1
C -2.5475 -2.7630 1.8287 0.0 -0.1 0.0
C -0.5074 -1.5277 -1.2806 0.0 0.0 0.0
C 0.1458 -2.6155 -0.7131 0.0 0.0 0.1
C 0.8630 -3.4922 -1.5146 0.0 0.0 0.0
C 0.9372 -3.2694 -2.8790 0.0 0.0 0.0
C 0.2966 -2.1770 -3.4412 0.0 0.0 0.0
C -0.4328 -1.2889 -2.6577 0.0 -0.1 0.0
C -1.1081 -0.1108 -3.3059 0.0 0.1 0.0
H -5.1416 0.8123 2.2524 0.0 0.0 0.0
H -4.3052 1.9320 1.1928 0.0 0.0 0.0
H -3.4040 0.6794 2.0455 0.0 0.0 0.0
H -6.6935 -0.0489 0.6942 0.0 0.0 0.0
H -7.1973 -1.5736 -1.1641 0.0 0.0 0.0
H -5.3613 -2.4970 -2.5458 0.0 0.0 0.0
H -3.0338 -1.8758 -2.0558 0.0 0.0 0.0
H -0.0636 1.2240 2.2687 0.0 0.0 0.0
H 0.4660 0.7488 4.6023 0.0 0.0 0.0
H -0.3485 -1.3470 5.6496 0.0 0.0 0.0
H -1.7035 -2.9271 4.3496 0.0 0.0 0.0
H -2.3945 -3.7669 2.2222 0.0 0.0 0.0
H -2.3607 -2.7985 0.7562 0.0 0.0 0.0
H -3.6007 -2.5079 1.9668 0.0 0.0 0.0
H 0.1221 -2.7756 0.3581 0.0 0.0 0.0
H 1.3768 -4.3318 -1.0682 0.0 0.0 0.0
H 1.5000 -3.9457 -3.5085 0.0 0.0 0.0
H 0.3574 -2.0108 -4.5097 0.0 0.0 0.0
H -1.1547 -0.2382 -4.3860 0.0 0.0 0.0
H -0.5612 0.8219 -3.1228 0.0 0.0 0.0
H -2.1324 0.0328 -2.9509 0.1 0.0 0.0
```
Forces are in eV/Å.

Summary:
Kohn-Sham gap (Ha): 0.2219
Maximum force (eV/Å): 0.7
Net charge: +1
E (eV): -66868.2287

---

Entry 5:
DFT (the ωB97M-V functional and the def2-TZVPD basis) results for a cluster of 7 separate species, C14H21N7 in total.

```
42
Properties=species:S:1:pos:R:3:forces:R:3
C -9.7761 -23.9036 -7.8522 -0.4 -0.1 0.1
C -10.8093 -24.7801 -7.2845 0.0 0.0 -0.5
N -11.6791 -25.4395 -6.9261 0.2 0.0 0.2
H -10.2904 -23.0833 -8.3530 0.1 0.2 0.2
H -9.1862 -24.3948 -8.6219 0.1 -0.3 0.2
H -9.1421 -23.5432 -7.0477 0.1 0.2 -0.1
C -4.7008 -22.3469 -10.9378 -0.8 0.0 -0.3
C -5.7793 -22.7369 -10.0255 0.4 0.2 -0.3
N -6.6407 -23.0213 -9.3286 -0.3 -0.2 0.3
H -4.0736 -21.5979 -10.4653 0.3 -0.2 0.0
H -5.1633 -21.9080 -11.8253 0.0 0.1 0.1
H -4.1714 -23.2313 -11.2842 0.3 0.1 0.3
C -7.5289 -25.0398 -12.1608 0.0 -0.1 -0.3
C -8.2764 -25.7785 -11.1483 0.3 0.1 -0.4
N -8.8318 -26.4090 -10.3705 -0.2 -0.1 0.3
H -6.5252 -24.8221 -11.8028 -0.1 0.1 0.2
H -8.0382 -24.1199 -12.4450 0.0 0.0 0.1
H -7.4214 -25.6486 -13.0593 -0.2 -0.1 0.0
C -11.0282 -28.6201 -11.7307 0.1 1.1 -0.8
C -10.8679 -27.9902 -13.0638 -0.1 -0.3 0.1
N -10.7236 -27.4970 -14.0933 0.0 -0.1 0.3
H -11.5226 -29.5807 -11.7915 0.2 -0.2 0.0
H -11.6301 -27.9268 -11.1455 0.0 -0.2 0.2
H -10.0321 -28.6475 -11.3002 -0.1 -0.4 0.3
C -9.7970 -28.2952 -7.6045 -0.5 0.5 -0.2
C -10.4767 -29.3882 -8.2948 0.7 0.5 0.7
N -11.0603 -30.1677 -8.8893 -0.4 -0.7 -0.4
H -10.1398 -28.1771 -6.5789 -0.1 -0.2 0.0
H -10.1173 -27.4125 -8.1615 0.3 0.2 0.2
H -8.7121 -28.3373 -7.6095 0.0 -0.3 -0.2
C -7.9190 -19.1712 -13.3506 0.2 -0.2 -0.5
C -8.5350 -20.4961 -13.3693 -0.4 0.5 0.1
N -9.0476 -21.5207 -13.3459 0.1 -0.3 0.0
H -7.7225 -18.8454 -14.3734 0.2 -0.2 0.0
H -6.9822 -19.2786 -12.8064 0.0 0.4 0.0
H -8.5474 -18.3920 -12.9284 -0.1 -0.3 0.4
C -3.9600 -26.6076 -12.1185 -0.4 -0.6 -0.2
C -3.5833 -28.0148 -12.0924 0.0 0.0 0.1
N -3.3311 -29.1310 -12.0669 0.1 -0.3 0.0
H -4.8711 -26.5136 -11.5267 0.1 0.2 0.1
H -4.2175 -26.3696 -13.1512 0.2 0.3 0.1
H -3.1457 -26.0071 -11.7234 -0.1 0.2 -0.1
```
Forces are in eV/Å.

Summary:
Kohn-Sham gap (Ha): 0.4033
Maximum force (eV/Å): 1.4
SMILES string: CC#N.CC#N.CC#N.CC#N.CC#N.CC#N.CC#N
Net charge: 0
E (eV): -25286.9199

---

Entry 6:
DFT (the ωB97M-V functional and the def2-TZVPD basis) results for an isolated molecule of C25H30N4O3.

```
62
Properties=species:S:1:pos:R:3:forces:R:3
C 3.2159 -2.7353 -4.5633 0.1 0.2 0.0
O 2.4500 -3.9145 -4.5060 -0.2 -0.3 0.1
C 1.6979 -4.1446 -3.3941 -0.1 -0.1 0.1
C 0.9443 -5.3205 -3.4004 0.1 0.1 -0.1
C 0.1467 -5.6350 -2.3215 0.1 0.0 -0.1
C 0.0809 -4.7888 -1.2249 0.0 0.2 0.2
C 0.8296 -3.6239 -1.2070 -0.1 -0.2 0.0
C 0.7995 -2.6948 -0.0227 0.1 0.1 0.1
N 0.8008 -1.3029 -0.4375 0.0 -0.1 0.1
C -0.4273 -0.9541 -1.1285 0.0 0.1 -0.2
C -0.3270 0.4509 -1.7109 -0.2 -0.1 0.2
C -0.0885 1.4469 -0.5807 0.4 -0.5 -0.1
N 0.0576 2.7890 -1.0907 -0.3 0.7 0.3
N 0.6776 3.0166 -2.2524 0.3 -0.4 -0.6
C 0.7699 4.3252 -2.3707 -0.1 -0.1 0.3
C 0.2103 4.9815 -1.2679 -0.1 -0.1 0.3
C -0.2342 3.9562 -0.4588 0.3 0.4 -0.5
N -0.8770 3.9695 0.7695 -0.1 -0.6 -0.2
C -0.8312 4.9757 1.6826 -0.2 0.0 0.5
O -0.2563 6.0255 1.5200 0.1 0.2 -0.1
C -1.5995 4.6377 2.9601 0.2 -0.2 0.0
C -1.2949 3.2434 3.5085 0.1 0.3 0.3
O -1.9736 2.2916 2.7056 -0.2 -0.2 -0.1
C -1.8220 0.9562 2.9650 0.0 -0.2 -0.1
C -1.0032 0.4250 3.9525 0.0 0.4 0.0
C -0.9138 -0.9504 4.0995 0.0 -0.1 0.0
C -1.6306 -1.7997 3.2776 0.1 -0.1 0.1
C -2.4544 -1.2674 2.2975 0.0 0.1 0.0
C -2.5507 0.0999 2.1387 0.0 0.2 0.1
C 1.1724 1.0282 0.1813 -0.3 -0.1 0.2
C 1.0343 -0.4067 0.6773 0.2 0.2 0.1
C 1.6404 -3.3053 -2.2903 0.2 0.0 -0.2
H 3.7143 -2.7547 -5.5313 0.0 0.0 0.1
H 3.9689 -2.7064 -3.7693 0.0 0.0 0.0
H 2.5855 -1.8429 -4.4979 0.0 0.0 0.0
H 1.0026 -5.9646 -4.2633 0.0 -0.1 -0.1
H -0.4346 -6.5450 -2.3340 0.0 -0.1 0.0
H -0.5509 -5.0380 -0.3850 -0.1 0.0 0.1
H 1.7028 -2.8622 0.5749 -0.1 0.0 0.0
H -0.0707 -2.9284 0.6176 0.1 0.0 0.0
H -1.2955 -1.0108 -0.4443 0.0 -0.1 0.0
H -0.5816 -1.6770 -1.9322 -0.1 0.1 0.0
H -1.2427 0.7008 -2.2480 0.0 0.0 0.0
H 0.5072 0.5091 -2.4083 0.0 0.0 0.0
H -0.9491 1.4207 0.0998 0.1 0.0 -0.1
H 1.2268 4.7564 -3.2388 0.1 0.1 -0.2
H 0.1434 6.0297 -1.0722 0.0 0.2 0.1
H -1.3730 3.1287 1.0409 0.0 0.2 0.0
H -2.6694 4.7080 2.7512 0.0 0.0 0.1
H -1.3435 5.3886 3.7070 0.0 0.0 -0.1
H -0.2123 3.0580 3.4886 -0.1 0.0 0.0
H -1.6465 3.1672 4.5455 0.1 0.0 -0.1
H -0.4356 1.0652 4.6090 0.1 0.1 0.0
H -0.2722 -1.3554 4.8677 0.1 0.0 0.1
H -1.5514 -2.8689 3.3997 0.0 -0.1 0.0
H -3.0239 -1.9205 1.6528 0.0 0.0 -0.1
H -3.1913 0.5294 1.3831 -0.1 0.1 -0.1
H 2.0228 1.0999 -0.4978 0.0 0.1 0.0
H 1.3464 1.6971 1.0271 0.0 0.1 0.0
H 0.2175 -0.4636 1.4203 0.1 0.0 0.0
H 1.9606 -0.7091 1.1732 -0.1 0.0 0.0
H 2.2015 -2.3865 -2.2436 0.1 0.1 -0.1
```
Forces are in eV/Å.

Summary:
Kohn-Sham gap (Ha): 0.3295
Maximum force (eV/Å): 0.8
SMILES string: COc1cccc(CN2CCC(n3nccc3NC(=O)CCOc3ccccc3)CC2)c1
Net charge: 0
E (eV): -38514.8786